Record 1
Molecular formula: C14H39KN4O5
Method: DFT, ωB97M-V with the def2-TZVPD basis set

HOMO-LUMO gap in eV: 9.61
HOMO level in eV: -20.91
Net charge: +4
LUMO energy in Ha: -0.4153
E in eV: -47633.752

Last column: Löwdin charge in e.
Element x y z (Å)
1 K 1.8110 -2.8105 -0.1398  0.92
2 O 0.4441 -0.4509 0.3903  -0.47
3 H 0.8034 -0.5977 1.2716  -0.10
4 C -3.4824 -0.9075 0.9562  0.05
5 C -2.9414 -0.4584 2.2788  -0.39
6 O -3.5708 0.1525 3.0578  0.22
7 N -1.4155 -0.3920 2.5019  0.07
8 H -0.7358 -0.3949 1.7088  0.07
9 H -1.2853 0.5227 2.9401  0.17
10 C -1.0315 -1.5174 3.4722  0.04
11 H -4.2830 -1.6336 1.0839  0.12
12 H -2.6433 -1.2333 0.3430  0.07
13 H -3.9260 -0.0158 0.5127  0.11
14 H 0.0524 -1.6176 3.4651  0.08
15 H -1.4534 -2.4645 3.1478  0.11
16 H -1.4210 -1.1542 4.4184  0.12
17 C 6.4041 -0.8253 5.2501  0.05
18 C 5.1083 -0.2566 5.7701  -0.40
19 O 4.9967 0.4076 6.7217  0.25
20 N 3.8213 -0.6710 5.0115  0.11
21 H 4.1767 -1.2893 4.2837  0.15
22 H 3.1191 -1.1045 5.6129  0.19
23 C 3.3640 0.5526 4.2134  0.02
24 H 6.3133 -1.8528 4.8826  0.10
25 H 7.0241 -0.9204 6.1422  0.12
26 H 6.9497 -0.2741 4.4848  0.11
27 H 2.5751 0.2844 3.5156  0.07
28 H 4.2152 1.0818 3.7916  0.12
29 H 2.9172 1.2937 4.8779  0.12
30 C 2.4268 0.6496 -2.1509  0.04
31 C 2.4176 1.9783 -1.4565  -0.41
32 O 2.8784 2.9699 -1.8821  0.23
33 N 1.7603 2.0460 -0.1104  0.06
34 H 1.2951 1.1456 0.1535  0.08
35 H 2.5623 2.1246 0.5229  0.18
36 C 0.8309 3.2530 0.0952  0.07
37 H 2.6597 0.9043 -3.1838  0.12
38 H 1.3975 0.2887 -2.0738  0.06
39 H 3.0583 -0.1898 -1.8573  0.10
40 H 1.1982 4.0796 -0.5049  0.11
41 H 0.8843 3.5007 1.1506  0.11
42 H -0.1276 2.8544 -0.2225  0.10
43 C -3.9601 0.6905 -3.4824  0.01
44 N -3.2379 -0.2730 -4.3983  -0.35
45 C -4.3933 -0.9229 -5.1870  0.04
46 C -2.3557 0.4604 -5.4067  0.05
47 C -2.4322 -1.3882 -3.7201  -0.07
48 C -1.2441 -0.9271 -2.8943  -0.25
49 O -1.6550 -0.1514 -1.8010  -0.07
50 H -3.2029 1.3203 -3.0196  0.10
51 H -4.4905 0.1210 -2.7249  0.11
52 H -4.6433 1.3249 -4.0398  0.12
53 H -4.8088 -0.1197 -5.7859  0.12
54 H -5.0270 -1.5262 -4.5496  0.12
55 H -3.8239 -1.5327 -5.8923  0.11
56 H -2.9274 1.3057 -5.7839  0.12
57 H -1.9557 -0.2619 -6.1059  0.12
58 H -1.6504 0.9614 -4.7430  0.10
59 H -2.1387 -2.0139 -4.5605  0.14
60 H -3.1578 -1.9290 -3.1150  0.14
61 H -0.4373 -0.4207 -3.4398  0.11
62 H -0.6762 -1.8349 -2.6003  0.13
63 H -0.9298 0.0600 -1.1964  0.04



Record 2
Molecular formula: C14H39NO5S3
Method: DFT, ωB97M-V with the def2-TZVPD basis set

HOMO-LUMO gap in eV: 5.30
HOMO level in eV: -5.53
Relative energy (zero: lowest compared OMol25 entry of this formula, charge and spin) in kcal/mol: 82.7
LUMO energy in Ha: -0.0083
E in eV: -59367.677

Last column: Löwdin charge in e.
Element x y z (Å)
1 C -3.1112 -3.2159 -1.2307  -0.12
2 C -2.1062 -3.3089 -0.1024  -0.13
3 N -1.8223 -1.8740 0.5845  -0.28
4 C -1.3164 -1.0054 -0.4932  -0.05
5 C -2.9935 -1.2634 1.1304  -0.26
6 C -3.6498 -1.8960 2.3978  -0.06
7 C -0.7336 -2.1853 1.5771  -0.06
8 C -0.0806 -0.9730 2.3667  -0.20
9 O 0.6751 -1.4712 3.4650  -0.18
10 C 1.4791 -0.4877 4.1048  -0.05
11 H -3.2190 -4.2418 -1.9418  0.15
12 H -3.1379 -2.4606 -2.2233  0.14
13 H -4.0064 -2.9946 -0.7341  0.03
14 H -1.1550 -3.7264 -0.3661  0.11
15 H -2.6462 -4.0105 0.6071  0.14
16 H -0.4826 -1.4693 -1.0878  0.10
17 H -0.8910 0.0029 -0.1709  0.11
18 H -1.8977 -0.6534 -1.4989  0.16
19 H -3.7602 -0.7275 0.5348  0.14
20 H -2.7584 -0.1390 1.4429  0.17
21 H -2.7773 -2.0994 3.1485  0.10
22 H -4.2203 -2.9117 2.2391  0.10
23 H -4.4521 -1.1667 2.7279  0.10
24 H 0.0488 -2.5051 0.8133  0.14
25 H -1.0799 -2.7787 2.4300  0.13
26 H -0.7657 -0.3869 2.7974  0.06
27 H 0.6886 -0.4571 1.7093  0.12
28 H 2.0016 -0.7093 5.0112  0.10
29 H 0.8304 0.3095 4.3908  0.09
30 H 2.1123 -0.2116 3.4655  0.00
31 O 1.7850 0.5817 -2.1388  -0.61
32 H 1.3427 1.3027 -1.5230  -0.16
33 C 0.8891 4.3365 2.1898  -0.30
34 S 0.7244 2.7727 1.3286  0.82
35 O -0.3877 2.0218 2.0228  -0.58
36 C -0.0037 3.4990 -0.1669  -0.27
37 H -0.2056 4.8916 2.3462  0.14
38 H 1.5306 5.0095 1.5982  0.05
39 H 1.5810 4.0208 3.0268  0.05
40 H 0.8836 3.7413 -0.8270  0.06
41 H -0.7268 4.1545 -0.0322  -0.01
42 H -0.5876 2.6614 -0.6876  0.06
43 C -1.0322 2.7607 -4.1516  -0.24
44 S 0.7255 2.4048 -4.2637  0.77
45 O 0.9269 2.0721 -5.6991  -0.56
46 C 1.5967 3.9926 -3.8867  -0.24
47 H -1.2703 3.5237 -4.5994  -0.08
48 H -1.2679 2.9886 -2.9318  0.11
49 H -1.4815 1.8257 -4.5043  0.06
50 H 2.7346 3.9000 -3.9914  0.08
51 H 1.0466 4.2630 -2.8860  0.05
52 H 1.2299 4.6383 -4.6847  0.03
53 C 3.5737 -1.7003 1.1398  -0.26
54 S 4.0776 -1.1997 -0.4952  0.84
55 O 5.5975 -1.5660 -0.6035  -0.59
56 C 3.1765 -2.4286 -1.4630  -0.30
57 H 2.2877 -1.6804 1.1076  0.12
58 H 3.8273 -1.1778 1.9806  0.01
59 H 3.9612 -2.6313 1.1816  0.00
60 H 3.3940 -2.3137 -2.6166  0.11
61 H 2.0197 -2.2907 -1.7104  0.07
62 H 3.2791 -3.3566 -1.1541  -0.03



Record 3
Molecular formula: C14H40F6O8P
Method: DFT, ωB97M-V with the def2-TZVPD basis set

HOMO-LUMO gap in eV: 9.51
HOMO level in eV: -6.79
Net charge: -1
LUMO energy in Ha: 0.1000
E in eV: -57145.543

Last column: Löwdin charge in e.
Element x y z (Å)
1 P -0.5315 -0.0932 -0.4327  0.17
2 F 0.3854 1.0940 -1.0927  -0.18
3 F -0.0225 0.4524 1.0370  -0.18
4 F -1.7934 0.9088 -0.2504  -0.16
5 F -1.4080 -1.2436 0.2926  -0.16
6 F -1.0334 -0.5139 -1.8724  -0.12
7 F 0.7179 -1.1095 -0.5111  -0.15
8 C -0.3204 -1.8668 5.5195  -0.17
9 C -0.0219 -1.0588 4.2346  -0.16
10 C -0.1678 -2.1081 3.1297  -0.19
11 O -0.0005 -3.3868 3.7445  -0.13
12 C 0.1989 -3.2439 5.1315  -0.24
13 H -1.3964 -1.8619 5.7100  0.11
14 H 0.2017 -1.5072 6.4067  0.10
15 H 1.0041 -0.6868 4.3114  0.10
16 H -0.6647 -0.1855 4.1624  0.11
17 H 0.6110 -1.9163 2.3942  0.11
18 H -1.1562 -1.9993 2.6857  0.10
19 H 1.2725 -3.3006 5.3695  0.11
20 H -0.2951 -4.0583 5.6668  0.11
21 C 3.7762 2.4363 1.7882  -0.16
22 C 3.5858 1.7751 0.4193  -0.16
23 C 3.7911 0.2821 0.6781  -0.20
24 O 3.7226 0.0732 2.0819  -0.15
25 C 3.4893 1.2944 2.7794  -0.20
26 H 3.0346 3.2238 1.9281  0.10
27 H 4.7636 2.8785 1.9338  0.10
28 H 4.1828 2.1780 -0.3955  0.11
29 H 2.5373 1.9527 0.1680  0.10
30 H 4.7885 -0.0551 0.3681  0.11
31 H 3.0421 -0.2786 0.1165  0.10
32 H 4.1918 1.3491 3.6087  0.11
33 H 2.4316 1.2938 3.0504  0.11
34 C -5.0471 -0.3265 -1.4373  -0.17
35 O -4.2465 -1.0662 -2.3333  -0.13
36 H -4.4255 0.1808 -0.6935  0.07
37 H -5.6056 0.3991 -2.0223  0.07
38 H -5.7526 -0.9795 -0.9024  0.07
39 H -3.7238 -1.7138 -1.8534  0.01
40 C -1.6112 -2.6849 -3.7060  -0.16
41 O -2.1000 -1.6565 -4.5626  -0.12
42 H -1.7721 -3.6578 -4.1910  0.07
43 H -0.5491 -2.5576 -3.4823  0.07
44 H -2.1323 -2.6792 -2.7572  0.04
45 H -1.4859 -1.5899 -5.2979  0.06
46 C 2.4505 -0.1553 -3.6476  -0.14
47 O 2.8961 0.7163 -4.6936  -0.14
48 H 3.2674 -0.3176 -2.9486  0.08
49 H 1.5317 0.1778 -3.1681  0.06
50 H 2.2550 -1.1658 -4.0333  0.07
51 H 2.3183 0.5471 -5.4421  0.07
52 C -1.1986 4.5209 0.5510  -0.17
53 O -1.0400 3.7790 -0.6446  -0.12
54 H -0.2380 4.7964 1.0033  0.07
55 H -1.6965 5.4595 0.2975  0.07
56 H -1.8264 3.9777 1.2625  0.07
57 H -0.7151 2.9151 -0.3632  0.03
58 C 1.8046 3.8649 -3.8390  -0.18
59 O 0.7572 3.5227 -2.9687  -0.11
60 H 2.6422 4.2791 -3.2343  0.07
61 H 2.3370 3.0185 -4.2832  0.05
62 H 1.5271 4.6301 -4.5567  0.07
63 H 0.8473 2.6238 -2.6388  0.04
64 C -3.7705 -3.0688 0.7156  -0.14
65 O -3.6240 -3.2991 -0.6802  -0.13
66 H -3.4395 -2.0541 0.9127  0.06
67 H -4.8291 -3.1387 0.9994  0.08
68 H -3.1972 -3.7757 1.3155  0.08
69 H -3.5252 -4.2398 -0.8382  0.08